# 1
Here is a structure of composition C18H15CeN3O5 in a non-equilibrium geometry from the OMol25 dataset. Energies are from wB97M-V/def2-TZVPD.

The geometry in XYZ format:
```
42
Properties=species:S:1:pos:R:3
Ce -0.67 -1.77 -0.10
O -4.63 -2.70 1.22
C -3.47 -2.53 1.20
O -2.69 -2.45 0.04
C -2.58 -2.26 2.38
C -2.96 -2.04 3.69
C -1.96 -1.64 4.59
C -0.64 -1.44 4.18
C -0.35 -1.73 2.87
N -1.30 -2.16 2.04
C 0.83 -1.44 1.95
O 1.16 -0.31 1.69
O 1.01 -2.43 1.06
H -3.99 -2.14 3.99
H -2.23 -1.45 5.62
H 0.11 -1.08 4.87
C 1.95 2.76 -2.66
N 1.08 2.47 -1.51
N 0.40 1.29 -1.40
C -0.52 1.43 -0.41
O -1.19 0.35 -0.04
C -0.50 2.72 0.05
C 0.51 3.36 -0.68
C 0.93 4.78 -0.66
C 0.85 0.01 -1.84
C -0.01 -0.73 -2.66
C 0.28 -2.06 -2.92
C 1.45 -2.64 -2.41
C 2.33 -1.87 -1.66
C 2.03 -0.54 -1.36
H 2.35 1.82 -3.04
H 2.77 3.38 -2.32
H 1.38 3.26 -3.44
H -1.11 3.17 0.82
H 0.40 5.32 0.12
H 0.71 5.27 -1.61
H 2.00 4.87 -0.48
H -0.91 -0.27 -3.05
H -0.40 -2.65 -3.53
H 1.67 -3.68 -2.61
H 3.24 -2.31 -1.28
H 2.67 0.04 -0.71
```

Values from the calculation:
Highest occupied orbital energy: -15.93 eV
Total charge: +2

---

# 2
Here is a cluster of 2 separate species, C18H15Cl2N2O5 in total in a non-equilibrium geometry from the OMol25 dataset. Energies are from wB97M-V/def2-TZVPD.

The geometry in XYZ format:
```
42
Properties=species:S:1:pos:R:3
N 2.52 3.36 1.88
C 2.19 2.29 2.22
C 1.77 1.00 2.65
C 2.49 -0.11 2.34
C 3.70 -0.02 1.60
N 4.69 0.04 0.98
C 2.12 -1.45 2.83
O 2.86 -2.40 2.65
C 0.80 -1.52 3.52
Cl 0.30 -3.09 3.96
C 0.05 -0.41 3.78
Cl -1.44 -0.49 4.59
C 0.51 0.96 3.40
O -0.11 1.99 3.64
C -0.89 4.56 -0.95
C 0.09 3.45 -1.08
O -0.56 2.20 -1.45
C 0.10 1.13 -0.93
C -0.34 -0.18 -1.42
C 0.36 -1.31 -0.87
O 0.96 -1.32 0.20
C 0.22 -2.64 -1.63
C -1.07 -3.34 -1.22
C -2.27 -2.39 -1.24
C -2.28 -1.53 -2.51
C -1.37 -0.28 -2.48
O 1.01 1.27 -0.12
H -0.38 5.37 -0.43
H -1.22 4.93 -1.92
H -1.75 4.26 -0.34
H 0.86 3.66 -1.84
H 0.58 3.30 -0.12
H 0.24 -2.46 -2.71
H 1.08 -3.27 -1.36
H -1.25 -4.18 -1.90
H -0.95 -3.77 -0.22
H -3.19 -2.97 -1.19
H -2.24 -1.75 -0.36
H -1.99 -2.13 -3.38
H -3.31 -1.18 -2.69
H -2.01 0.61 -2.41
H -0.87 -0.21 -3.46
```

Values from the calculation:
Highest occupied orbital energy: -3.54 eV
Total charge: -1
Energy relative to the best compared isomer or geometry (same formula, charge and spin): 0.0 kJ/mol

---

# 3
Here is a structure of composition C18H15Cl3F4N5V in a non-equilibrium geometry from the OMol25 dataset. Energies are from wB97M-V/def2-TZVPD.

The geometry in XYZ format:
```
46
Properties=species:S:1:pos:R:3
V 0.36 0.48 0.20
C -1.63 2.29 1.45
N -1.24 1.84 0.08
C -1.02 3.07 -0.74
C -2.34 1.02 -0.52
C -2.33 -0.39 0.11
N -0.98 -0.59 0.66
C -0.81 -1.37 1.83
C 0.00 -0.83 2.82
F 0.56 0.41 2.52
C 0.19 -1.42 4.04
F 0.96 -0.84 4.95
C -0.43 -2.63 4.29
C -1.23 -3.20 3.32
F -1.82 -4.36 3.53
C -1.42 -2.58 2.09
F -2.19 -3.14 1.16
H -2.47 2.99 1.39
H -1.93 1.44 2.05
H -0.80 2.80 1.93
H -1.92 3.68 -0.77
H -0.22 3.66 -0.31
H -0.76 2.79 -1.76
H -3.31 1.50 -0.34
H -2.19 0.98 -1.59
H -3.06 -0.47 0.91
H -2.58 -1.15 -0.62
H -0.30 -3.13 5.25
Cl 4.94 1.20 0.34
C 4.63 -0.53 0.71
Cl 5.05 -0.92 2.34
Cl 5.40 -1.56 -0.45
C 3.15 -0.65 0.56
N 2.01 -0.71 0.44
N -0.72 -2.53 -5.36
C -0.23 -1.71 -4.71
C 0.37 -0.68 -3.91
C 1.25 0.25 -4.45
C 1.79 1.22 -3.62
C 1.44 1.22 -2.29
N 0.57 0.33 -1.76
C 0.06 -0.62 -2.56
H 1.50 0.22 -5.50
H 2.48 1.96 -4.00
H 1.86 1.97 -1.61
H -0.61 -1.34 -2.11
```

Values from the calculation:
Highest occupied orbital energy (alpha / beta): -15.25 / -15.27 eV
2S+1: 3
Total charge: +2
Energy relative to the best compared isomer or geometry (same formula, charge and spin): 84.7 kJ/mol

---

# 4
Here is a structure of composition C18H15F10N3OSn from the OMol25 dataset. Energies are from wB97M-V/def2-TZVPD.

The geometry in XYZ format:
```
48
Properties=species:S:1:pos:R:3
Sn 0.19 -0.13 -0.52
C -0.16 2.58 1.37
N 0.03 2.18 -0.03
C -1.15 2.48 -0.83
C -2.32 1.63 -0.32
N -1.81 0.37 0.22
C -2.60 -0.38 1.05
C -4.00 -0.43 1.06
F -4.71 0.28 0.16
C -4.70 -1.23 1.94
F -6.04 -1.24 1.90
C -4.05 -2.03 2.85
F -4.73 -2.82 3.69
C -2.66 -2.01 2.87
F -1.99 -2.77 3.74
C -1.98 -1.20 2.00
F -0.63 -1.18 2.06
C 1.33 2.60 -0.53
C 2.41 1.91 0.31
N 2.01 0.53 0.60
C 2.90 -0.28 1.24
C 2.65 -1.66 1.31
F 1.54 -2.13 0.70
C 3.46 -2.58 1.94
F 3.13 -3.87 1.93
C 4.63 -2.16 2.55
F 5.44 -3.04 3.15
C 4.93 -0.82 2.51
F 6.05 -0.38 3.10
C 4.09 0.09 1.89
F 4.48 1.38 1.96
H -0.14 3.67 1.46
H 0.62 2.14 1.99
H -1.12 2.21 1.73
H -0.91 2.24 -1.87
H -1.41 3.55 -0.80
H -3.03 1.49 -1.14
H -2.86 2.18 0.46
H 1.46 3.69 -0.48
H 1.40 2.31 -1.58
H 2.57 2.49 1.22
H 3.35 1.94 -0.25
C -0.89 -3.96 0.46
O -1.04 -2.78 -0.33
H -0.05 -4.57 0.11
H -1.80 -4.55 0.46
H -0.68 -3.64 1.48
H -1.11 -3.04 -1.26
```

Values from the calculation:
Highest occupied orbital energy: -7.52 eV

---

# 5
Here is an isolated molecule of C18H15F4N3O2S in a non-equilibrium geometry from the OMol25 dataset. Energies are from wB97M-V/def2-TZVPD.

The geometry in XYZ format:
```
43
Properties=species:S:1:pos:R:3
C -3.74 0.26 -3.57
C -3.60 -0.82 -2.41
N -2.42 -0.73 -1.52
N -1.47 0.22 -1.57
C -0.77 0.12 -0.50
C 0.40 0.91 -0.39
C 0.66 1.64 0.86
C 1.83 2.41 1.01
C 2.68 2.58 -0.06
S 4.17 3.67 0.10
N 5.14 3.07 -1.10
O 4.91 3.66 1.37
O 3.65 4.99 -0.30
C 2.39 1.92 -1.25
C 1.33 1.11 -1.41
C -1.21 -1.01 0.31
C -0.34 -1.50 1.40
C 0.92 -2.13 1.27
C 1.58 -2.76 2.38
C 0.93 -2.63 3.58
F 1.46 -3.00 4.79
C -0.29 -1.95 3.76
C -0.98 -1.45 2.67
C -2.39 -1.40 -0.32
C -3.37 -2.49 -0.15
F -3.06 -3.29 0.92
F -3.31 -3.32 -1.21
F -4.62 -1.91 0.09
H -3.68 1.22 -3.14
H -2.99 0.13 -4.34
H -4.70 0.39 -4.02
H -3.54 -1.75 -2.96
H -4.50 -0.71 -1.82
H 0.14 1.40 1.84
H 1.97 2.96 1.99
H 5.61 2.32 -0.60
H 5.82 3.71 -1.38
H 2.98 2.15 -2.12
H 1.19 0.53 -2.33
H 1.47 -2.06 0.36
H 2.51 -3.32 2.22
H -0.77 -2.12 4.71
H -1.98 -1.04 2.83
```

Values from the calculation:
Highest occupied orbital energy: -8.94 eV
Structure (SMILES): CCn1nc(-c2ccc(S(N)(=O)=O)cc2)c(-c2ccc(F)cc2)c1C(F)(F)F
Energy relative to the best compared isomer or geometry (same formula, charge and spin): 0.0 kJ/mol

---

# 6
Here is a structure of composition C18H15FLiN6O2 from the OMol25 dataset. Energies are from wB97M-V/def2-TZVPD.

The geometry in XYZ format:
```
43
Properties=species:S:1:pos:R:3
Li 0.01 -0.06 -0.03
O -1.96 3.12 0.39
C -1.08 2.25 0.34
O -0.75 1.49 -0.61
C -0.29 2.04 1.64
C -0.39 2.99 2.70
C 0.31 2.77 3.84
C 1.10 1.61 3.97
C 1.85 1.30 5.14
C 2.58 0.15 5.21
C 2.61 -0.74 4.11
C 1.91 -0.47 2.98
C 1.14 0.72 2.88
N 0.45 0.96 1.72
H -1.03 3.84 2.54
H 0.26 3.48 4.66
H 1.82 1.99 5.98
H 3.14 -0.07 6.11
H 3.20 -1.65 4.16
H 1.93 -1.12 2.12
F 4.80 -4.56 3.17
C 4.01 -3.93 2.24
C 4.53 -2.88 1.50
C 3.73 -2.23 0.57
C 2.37 -2.59 0.32
C 1.53 -1.88 -0.56
C 1.92 -3.71 1.09
C 2.72 -4.35 2.03
H 5.55 -2.56 1.67
H 4.15 -1.39 0.02
H 0.57 -2.30 -0.82
H 1.96 -1.18 -1.27
H 0.91 -4.08 0.93
H 2.33 -5.19 2.60
N -4.57 -2.18 1.84
N -3.19 -2.00 1.67
N -2.31 -2.58 2.44
C -1.18 -2.17 1.87
N -1.41 -1.39 0.80
N -2.73 -1.30 0.69
H -4.68 -2.37 2.83
H -4.99 -1.28 1.62
H -0.19 -2.44 2.21
```

Values from the calculation:
Highest occupied orbital energy: -2.65 eV
Total charge: -1
Energy relative to the best compared isomer or geometry (same formula, charge and spin): 13.2 kJ/mol